Record 1
Molecular formula: C3H38NO14
Method: DFT, wB97M-V/def2-TZVPD

Last column: Mulliken charge in e.
Atoms and positions in Å:
C  0.202  -2.488  1.362  -1.038
C  0.687  -2.207  -0.047  -0.088
N  0.712  -0.733  -0.305  0.329
C  0.656  -0.501  -1.746  -0.645
H  1.093  -2.516  2.152  0.243
H  -0.520  -1.668  1.556  0.175
H  -0.372  -3.330  1.519  0.492
H  1.815  -2.758  -0.063  -0.055
H  0.024  -2.690  -0.787  0.448
H  1.461  -0.501  0.273  0.361
H  -0.130  -0.034  -0.039  0.365
H  -0.379  -0.651  -2.315  0.163
H  1.306  -1.024  -2.534  0.440
H  0.832  0.634  -1.924  -0.067
H  1.038  4.829  -0.218  0.232
H  0.691  3.502  -0.808  0.350
O  1.321  4.080  -0.563  -0.588
H  3.691  0.649  -0.160  0.279
H  3.586  -0.614  0.656  0.342
O  3.138  -0.118  -0.174  -0.664
H  -0.079  -1.161  5.758  0.306
H  -0.586  -0.151  4.770  0.306
O  0.205  -0.453  5.166  -0.619
H  -4.727  -0.537  3.126  0.308
H  -4.081  -0.782  1.721  0.310
O  -4.281  -0.026  2.366  -0.692
H  0.239  -0.676  -4.570  0.266
H  0.295  -1.778  -5.555  0.337
O  0.818  -1.391  -4.747  -0.582
H  4.535  -2.591  -1.777  0.306
H  3.714  -3.805  -1.553  0.287
O  4.288  -3.216  -1.135  -0.591
H  -1.209  1.776  -0.634  0.200
H  -2.052  1.121  0.290  0.183
O  -1.396  1.029  -0.275  -0.343
H  2.774  2.577  -0.916  0.350
H  3.593  3.318  0.255  0.284
O  3.638  2.716  -0.522  -0.625
H  -3.093  -0.129  -2.018  0.289
H  -3.531  0.848  -1.011  0.358
O  -3.881  0.149  -1.578  -0.656
H  0.527  -3.417  -2.957  0.261
H  -0.931  -4.143  -3.122  0.281
O  -0.335  -3.466  -2.795  -0.547
H  -2.948  1.469  4.896  0.308
H  -3.386  0.511  3.890  0.382
O  -2.875  0.629  4.632  -0.564
H  -0.604  3.365  -2.718  0.230
H  0.589  2.690  -2.369  0.319
O  -0.314  2.739  -2.048  -0.628
H  1.188  1.337  2.535  0.283
H  2.191  1.594  1.522  0.245
O  1.412  0.907  1.629  -0.512
H  -4.001  2.993  0.972  0.280
H  -3.187  1.897  1.930  0.221
O  -3.362  2.199  1.010  -0.616

The spin multiplicity is 1. The total charge is +1. The LUMO energy comes out at -0.09758 hartree. The calculation puts the gap between HOMO and LUMO at 0.3967 hartree. The energy above the lowest of the compared OMol25 structures with the same formula, charge and spin is 118.9 kcal/mol. The calculation puts the largest force on an atom at 9.417 eV Å⁻¹. For the calculated total energy, the calculation gives -33872.380 eV.

Record 2
Molecular formula: C2H4N4O
Method: DFT, wB97M-V/def2-TZVPD

Last column: Mulliken charge in e.
Atoms and positions in Å:
C  0.495  0.272  -0.239  0.562
C  -1.267  1.022  -0.948  -0.101
H  1.045  -1.285  1.289  0.265
H  2.294  -0.352  2.186  0.298
H  -2.041  1.769  -1.130  0.374
H  -2.349  -0.930  -1.021  0.278
N  2.121  -0.888  1.243  -0.480
N  1.584  0.307  0.503  -0.382
N  -0.072  1.447  -0.628  -0.362
N  -1.444  -0.393  -0.978  -0.108
O  -0.365  -0.968  -0.277  -0.345

The spin multiplicity is 1. The LUMO energy comes out at 0.02025 hartree. The calculation puts the gap between HOMO and LUMO at 0.3262 hartree. The energy above the lowest of the compared OMol25 structures with the same formula, charge and spin is 123.6 kcal/mol. The calculation puts the largest force on an atom at 7.036 eV Å⁻¹. For the calculated total energy, the calculation gives -10141.774 eV.

Record 3
Molecular formula: C6H15NO2
Method: DFT, wB97M-V/def2-TZVPD

Last column: Mulliken charge in e.
Atoms and positions in Å:
C  -1.304  0.092  0.029  1.256
C  0.514  -0.410  0.223  0.569
C  1.189  0.869  0.149  -0.863
C  -2.047  -1.174  -0.361  -1.682
C  -1.639  1.209  -0.953  -1.755
C  0.773  -1.217  1.481  -1.440
N  2.898  0.370  -0.145  -0.415
O  -1.753  0.451  1.318  -0.573
O  2.951  0.196  -1.584  -0.432
H  -1.689  1.410  1.433  0.360
H  3.257  -0.721  -1.671  0.336
H  3.377  1.269  -0.033  0.280
H  0.698  -1.031  -0.657  0.229
H  1.173  1.447  1.074  0.297
H  1.033  1.487  -0.733  0.400
H  -1.680  -1.557  -1.316  0.363
H  -3.125  -0.992  -0.473  0.429
H  -1.964  -1.944  0.411  0.322
H  -1.308  0.956  -1.964  0.345
H  -1.187  2.164  -0.668  0.471
H  -2.717  1.423  -0.969  0.443
H  0.065  -2.046  1.568  0.358
H  0.710  -0.596  2.379  0.279
H  1.774  -1.656  1.461  0.423

The spin multiplicity is 1. The LUMO energy comes out at 0.02979 hartree. As for the SMILES: C[C@H](CNO)C(C)(C)O. The calculation puts the gap between HOMO and LUMO at 0.3495 hartree. The energy above the lowest of the compared OMol25 structures with the same formula, charge and spin is 100.7 kcal/mol. The calculation puts the largest force on an atom at 4.708 eV Å⁻¹. For the calculated total energy, the calculation gives -12047.044 eV.

Record 4
Molecular formula: C28H84O28
Method: DFT, wB97M-V/def2-TZVPD

Last column: Mulliken charge in e.
Atoms and positions in Å:
C  -3.119  1.250  -2.589  -0.009
C  -3.566  -0.085  -2.027  0.185
O  -3.863  -1.065  -3.035  -0.563
O  -4.207  1.858  -3.282  -0.675
H  -2.356  1.106  -3.358  -0.131
H  -2.834  1.797  -1.686  0.110
H  -4.473  0.017  -1.424  0.811
H  -2.830  -0.502  -1.333  -0.652
H  -4.549  -1.636  -2.683  0.385
H  -3.989  2.781  -3.447  0.377
C  -1.039  4.042  2.151  -0.232
C  -0.319  2.747  2.544  -0.205
O  -1.024  1.573  2.215  -0.411
O  -0.345  5.177  2.584  -0.703
H  -1.992  4.050  2.685  0.310
H  -1.216  4.009  1.068  -0.136
H  -0.141  2.804  3.626  0.591
H  0.681  2.742  2.092  0.970
H  -0.463  0.798  2.053  -0.570
H  0.490  5.243  2.095  0.383
C  2.495  -5.879  -2.681  -0.514
C  3.298  -4.643  -2.310  -0.574
O  2.451  -3.736  -1.612  0.241
O  1.639  -5.605  -3.784  -0.603
H  2.000  -6.253  -1.778  0.176
H  3.149  -6.689  -3.006  0.437
H  3.708  -4.149  -3.196  0.295
H  4.189  -4.957  -1.753  0.386
H  2.892  -2.882  -1.580  -0.217
H  1.251  -4.740  -3.558  0.352
C  -4.588  1.703  1.676  -0.311
C  -5.179  2.812  0.793  -0.583
O  -6.071  2.330  -0.181  -0.637
O  -3.557  0.995  1.005  0.118
H  -5.369  1.031  2.043  0.253
H  -4.143  2.128  2.584  0.351
H  -4.348  3.354  0.332  0.221
H  -5.716  3.467  1.480  0.420
H  -5.576  1.923  -0.902  0.303
H  -2.750  0.934  1.527  -0.049
C  2.520  2.460  3.911  -0.795
C  1.706  2.833  2.689  -0.644
O  2.491  3.347  1.636  -0.575
O  3.451  1.426  3.490  -0.640
H  1.943  2.034  4.727  0.382
H  3.119  3.294  4.280  0.336
H  0.951  3.592  2.927  0.149
H  1.080  2.013  2.321  0.318
H  2.805  2.619  1.082  0.109
H  4.116  1.827  2.921  0.277
C  1.579  -2.228  5.423  -1.143
C  0.917  -1.227  4.469  1.834
O  -0.322  -0.765  4.981  -0.684
O  0.781  -3.351  5.736  -0.610
H  1.886  -1.730  6.351  0.409
H  2.541  -2.475  4.961  0.417
H  0.809  -1.772  3.526  -0.785
H  1.621  -0.405  4.342  -0.193
H  -1.013  -1.317  4.597  0.310
H  0.038  -3.101  6.291  0.349
C  2.103  6.504  -0.647  -0.864
C  2.039  5.008  -0.469  0.214
O  2.041  4.657  0.931  0.054
O  3.456  6.966  -0.628  -0.547
H  1.426  6.969  0.075  0.295
H  1.664  6.792  -1.606  0.365
H  2.831  4.477  -1.007  0.261
H  1.159  4.516  -0.885  -0.040
H  2.920  4.915  1.241  0.227
H  3.655  7.191  0.288  0.346
C  1.276  -4.409  1.554  1.162
C  0.310  -5.166  2.471  -1.031
O  -0.322  -4.308  3.388  -0.556
O  2.482  -4.112  2.255  -0.666
H  0.801  -3.503  1.165  -0.616
H  1.494  -5.037  0.688  0.141
H  0.787  -6.056  2.887  0.324
H  -0.454  -5.518  1.760  0.399
H  0.284  -4.149  4.137  0.376
H  2.231  -3.622  3.045  0.304
C  2.603  -0.195  -4.736  -0.892
C  1.077  -0.177  -4.665  0.527
O  0.586  -1.167  -5.550  -0.595
O  3.135  -1.394  -4.206  -0.481
H  2.942  0.635  -4.114  0.330
H  2.902  -0.005  -5.770  0.389
H  0.674  0.801  -4.926  0.310
H  0.877  -0.448  -3.616  -0.220
H  -0.288  -0.974  -5.896  0.319
H  2.870  -2.107  -4.802  0.324
C  0.281  -0.600  -0.084  0.429
C  0.835  0.780  -0.479  0.049
O  -0.125  1.835  -0.544  2.153
O  0.323  -0.819  1.335  2.275
H  0.935  -1.332  -0.567  -0.160
H  -0.713  -0.717  -0.521  0.107
H  1.083  0.661  -1.543  -0.571
H  1.765  1.086  0.008  -0.454
H  -0.609  1.840  0.295  -1.035
H  -0.411  -1.454  1.486  -1.194
C  -1.368  3.519  -4.754  -0.385
C  -0.946  4.105  -3.406  -0.303
O  0.098  3.292  -2.912  -0.487
O  -2.477  4.312  -5.255  -0.568
H  -1.749  2.501  -4.647  0.158
H  -0.554  3.560  -5.479  0.402
H  -1.825  4.260  -2.773  0.272
H  -0.565  5.114  -3.583  0.435
H  -0.223  2.660  -2.245  -0.118
H  -2.617  4.011  -6.158  0.324
C  -1.649  -3.357  -1.852  -0.152
C  -1.243  -2.792  -3.219  0.163
O  0.038  -3.360  -3.511  -0.632
O  -0.547  -3.479  -0.968  -0.203
H  -2.150  -4.317  -2.002  0.383
H  -2.389  -2.685  -1.413  -0.071
H  -1.122  -1.708  -3.189  -0.366
H  -2.005  -3.124  -3.926  0.406
H  0.503  -2.681  -4.016  0.344
H  0.237  -3.508  -1.545  0.077
C  4.007  -1.221  1.310  -1.381
C  2.982  -0.720  0.305  2.384
O  3.019  0.679  -0.003  -0.572
O  3.477  -1.235  2.637  -0.297
H  4.889  -0.567  1.295  0.396
H  4.365  -2.221  1.073  0.325
H  1.950  -0.904  0.636  -1.369
H  3.069  -1.315  -0.617  -0.219
H  2.724  0.808  -0.905  0.322
H  3.537  -0.296  2.894  0.464
C  -4.218  -2.091  2.391  -0.673
C  -3.035  -2.494  1.522  0.213
O  -1.802  -2.378  2.230  -0.482
O  -4.562  -3.203  3.228  -0.572
H  -5.105  -1.837  1.799  0.479
H  -4.018  -1.233  3.039  0.168
H  -2.926  -1.708  0.772  -0.298
H  -3.231  -3.455  1.049  0.431
H  -1.697  -3.130  2.837  0.212
H  -5.436  -3.085  3.605  0.311

The spin multiplicity is 1. The LUMO energy comes out at 0.00590 hartree. The calculation puts the gap between HOMO and LUMO at 0.2504 hartree. The energy above the lowest of the compared OMol25 structures with the same formula, charge and spin is 427.7 kcal/mol. The calculation puts the largest force on an atom at 19.897 eV Å⁻¹. For the calculated total energy, the calculation gives -87704.856 eV.